Entry A
Entry from the Open Molecules 2025 dataset: a structure of composition C4H15N2O2 (ωB97M-V/def2-TZVPD).

Each line ends with the Löwdin spin population.
CARTESIAN COORDINATES (ANGSTROEM)
C  0.976  0.410  -1.531  -0.0020
C  0.625  1.352  -0.398  -0.0526
C  -0.468  0.817  0.604  -0.0549
N  -3.053  -0.976  0.666  0.6310
C  -2.524  -0.093  -0.349  0.0456
N  -1.799  1.014  0.172  -0.6374
H  0.435  0.487  -2.470  0.0000
H  2.053  0.499  -1.679  0.0010
H  0.647  -0.641  -0.944  0.0000
H  0.329  2.379  -0.631  0.0006
H  1.532  1.359  0.225  -0.0010
H  -0.289  1.326  1.563  -0.0200
H  -0.240  -0.270  0.720  0.0039
H  -3.545  -0.590  1.463  0.0185
H  0.286  -1.533  -0.930  -0.0102
H  -3.321  0.275  -1.017  0.0659
H  -1.857  -0.734  -0.959  0.0184
H  2.293  -0.015  2.722  0.0049
H  -3.583  -1.708  0.201  0.0097
O  2.045  -0.070  1.773  0.6095
H  3.545  -1.851  0.133  0.0005
H  2.670  -0.489  0.783  0.0130
O  3.243  -0.950  -0.117  0.3555

Summary:
2S+1	2
total charge	+2
⟨S²⟩	1.766

***

Entry B
Entry from the Open Molecules 2025 dataset: a cluster of 2 separate species, C4H15N2O2 in total (ωB97M-V/def2-TZVPD).

Each line ends with the Löwdin spin population.
CARTESIAN COORDINATES (ANGSTROEM)
C  0.603  -0.277  1.716  0.0034
O  0.635  0.912  2.502  0.0029
C  -0.217  -0.092  0.441  0.0035
C  -0.400  -1.473  -0.275  0.0919
C  -1.591  -1.488  -1.359  0.1081
N  -1.700  -0.213  -2.067  0.6848
N  0.409  0.951  -0.490  0.0189
H  1.654  -0.447  1.463  0.0001
H  0.346  -1.073  2.426  0.0001
H  -0.219  1.340  2.620  0.0001
H  -1.224  0.248  0.741  0.0006
H  0.518  -1.638  -0.892  0.0028
H  -0.525  -2.273  0.466  0.0030
H  -1.410  -2.298  -2.072  0.0058
H  -2.567  -1.713  -0.863  0.0344
H  -1.526  -0.241  -3.087  0.0122
H  -2.336  0.473  -1.690  0.0149
H  0.489  0.566  -1.440  0.0050
H  1.331  1.486  -0.221  0.0016
H  -0.332  1.710  -0.572  0.0014
H  2.403  1.882  1.649  0.0001
H  3.241  1.661  0.316  0.0000
O  2.415  1.997  0.686  0.0045

Summary:
2S+1	2
total charge	+2
⟨S²⟩	0.755

***

Most stable to least stable: entry B, entry A

***

Entry A
Entry from the Open Molecules 2025 dataset: an isolated molecule of C5H6N2S (ωB97M-V/def2-TZVPD).

Each line ends with the Löwdin charge.
CARTESIAN COORDINATES (ANGSTROEM)
N  1.509  2.584  0.242  0.1396
C  1.558  1.416  0.051  -0.2476
C  1.805  0.115  -0.475  -0.1278
C  1.052  -0.977  -0.426  -0.1285
N  -0.116  -1.191  0.349  -0.0242
C  -0.992  -0.159  0.826  -0.2996
C  -1.772  0.524  -0.291  -0.6692
S  -3.350  0.810  -0.256  0.7022
H  2.736  0.071  -1.004  0.1004
H  1.514  -1.890  -0.766  0.1183
H  -0.663  -2.052  0.098  0.1547
H  -1.726  -0.641  1.436  0.0940
H  -0.480  0.630  1.367  0.1107
H  -1.076  0.761  -1.150  0.0770

Summary:
SMILES	N#C/C=C\NCC=S

***

Entry B
Entry from the Open Molecules 2025 dataset: an isolated molecule of C5H6N2S (ωB97M-V/def2-TZVPD).

Each line ends with the Löwdin charge.
CARTESIAN COORDINATES (ANGSTROEM)
S  -2.459  -0.010  -0.014  0.6129
C  -0.783  0.111  -0.084  -0.7291
N  -0.082  1.317  0.092  0.0226
C  1.310  1.524  0.072  -0.1074
C  2.186  0.536  -0.100  -0.0190
C  1.635  -0.870  -0.339  -0.2036
N  0.928  -1.629  0.663  0.0621
C  0.102  -1.069  -0.345  -0.2976
H  -0.614  2.157  0.176  0.1149
H  1.628  2.524  0.239  0.1075
H  3.214  0.710  -0.225  0.0810
H  2.033  -1.552  -1.032  0.1136
H  0.826  -1.114  1.553  0.1288
H  -0.357  -1.772  -0.992  0.1133

Summary:
SMILES	S=C1NC=C[C@H]2N[C@@H]12

***

Most stable to least stable: entry B, entry A

***

Entry A
Entry from the Open Molecules 2025 dataset: a cluster of 2 separate species, C3H2O2S in total (ωB97M-V/def2-TZVPD).

Each line ends with the Löwdin charge.
CARTESIAN COORDINATES (ANGSTROEM)
C  1.336  -0.071  0.643  0.0152
C  0.749  0.997  0.141  -0.2870
O  0.287  2.042  -0.135  0.1298
H  2.356  -0.231  0.831  0.0440
H  0.649  -0.960  0.669  0.0642
O  -0.983  -1.579  -0.709  0.0882
C  -1.719  -0.688  -0.677  -0.9165
S  -2.675  0.489  -0.762  0.8622

Summary:
SMILES	C=C=O.O=C=S

***

Entry B
Entry from the Open Molecules 2025 dataset: an isolated molecule of C3H2O2S (ωB97M-V/def2-TZVPD).

Each line ends with the Löwdin charge.
CARTESIAN COORDINATES (ANGSTROEM)
O  0.029  -2.037  0.086  0.1348
C  -0.022  -0.832  0.177  -0.3465
C  0.972  0.332  0.053  -0.3574
S  -0.324  1.662  0.052  0.9420
C  -1.323  0.177  -0.085  -0.6073
O  -2.507  0.008  -0.057  0.0681
H  1.831  0.360  0.734  0.0930
H  1.344  0.331  -0.961  0.0735

Summary:
SMILES	O=C1CSC1=O

***

Entry C
Entry from the Open Molecules 2025 dataset: a cluster of 2 separate species, C3H2O2S in total (ωB97M-V/def2-TZVPD).

Each line ends with the Löwdin charge.
CARTESIAN COORDINATES (ANGSTROEM)
C  -0.019  -0.578  -0.668  -0.0413
C  -0.435  -1.728  -0.238  -0.2430
O  -0.707  -2.855  -0.042  0.1612
H  0.786  -0.345  -1.373  0.0639
H  -0.770  0.239  -0.490  0.1050
O  1.717  1.389  -0.315  0.0903
C  2.326  0.424  -0.214  -0.9748
S  3.430  -0.582  0.102  0.8387

Summary:
SMILES	C=C=O.O=C=S

***

Entry D
Entry from the Open Molecules 2025 dataset: an isolated molecule of C3H2O2S (ωB97M-V/def2-TZVPD).

Each line ends with the Löwdin charge.
CARTESIAN COORDINATES (ANGSTROEM)
S  -1.963  0.000  0.035  0.7168
C  -0.332  -0.007  -0.036  -0.8905
O  0.465  -1.076  -0.067  0.0358
C  1.741  -0.650  0.026  -0.0896
C  1.733  0.647  0.040  -0.0971
O  0.465  1.081  -0.065  0.0334
H  2.559  -1.344  0.190  0.1431
H  2.553  1.367  0.132  0.1480

Summary:
SMILES	S=c1occo1

***

Most stable to least stable: entry A, entry B, entry D, entry C

***

Entry A
Entry from the Open Molecules 2025 dataset: the ion C5H9N2O with charge +1 (ωB97M-V/def2-TZVPD).

Each line ends with the Löwdin charge.
CARTESIAN COORDINATES (ANGSTROEM)
C  -1.295  1.403  0.100  -0.0634
C  -0.491  1.804  -0.921  -0.0113
C  -1.161  0.155  0.556  -0.0391
C  0.403  0.968  -1.730  -0.0806
C  1.588  -1.198  1.022  -0.0252
N  1.137  -0.012  0.288  -0.0197
N  -1.666  -0.977  0.840  0.2150
O  1.090  -0.134  -1.026  -0.0789
H  -2.041  2.156  0.450  0.1613
H  -0.508  2.850  -1.099  0.1206
H  -0.266  0.419  -2.404  0.1607
H  1.137  1.413  -2.237  0.0967
H  0.781  -1.740  1.420  0.0386
H  2.222  -1.841  0.330  0.1365
H  1.972  -0.573  1.797  0.0960
H  -2.634  -1.265  0.862  0.1535
H  -1.051  -1.571  1.454  0.1392

Summary:
total charge	+1

***

Entry B
Entry from the Open Molecules 2025 dataset: a structure of composition C5H9N2O (ωB97M-V/def2-TZVPD).

Each line ends with the Löwdin charge.
CARTESIAN COORDINATES (ANGSTROEM)
C  0.169  -0.508  -1.749  -0.4634
C  -0.172  1.245  1.512  -0.0817
C  -0.877  -0.044  1.727  -0.0722
C  1.442  -0.631  0.241  -0.0725
C  0.148  0.090  0.688  -0.1488
N  -0.664  0.227  -1.067  0.2549
N  0.086  -0.889  -2.991  0.2312
O  1.273  -0.873  -1.097  0.0545
H  -0.527  2.183  1.131  0.1233
H  0.687  1.363  2.159  0.1279
H  -0.844  -0.522  2.777  0.1618
H  -1.906  -0.044  1.420  0.1067
H  2.205  0.142  0.306  0.1421
H  1.732  -1.444  0.933  0.1604
H  -1.504  0.776  -1.023  0.1435
H  -0.759  -0.598  -3.550  0.1770
H  0.675  -1.600  -3.427  0.1552

Summary:
total charge	+1

***

Most stable to least stable: entry B, entry A